(1)
The following is a quantum chemistry calculation of a structure of composition C6H7NO2, from OMol25.

The geometry in XYZ format:
```
16
Properties=species:S:1:pos:R:3:forces:R:3:nbo_charge:R:1
C -1.183772 2.891790 -1.204829 -2.5 1.3 -0.4 -0.740
C -0.666832 1.923016 -0.201839 3.2 -1.2 4.7 0.751
C 0.522355 -1.199650 0.085474 -0.3 -0.9 -2.3 0.040
C 0.382349 -1.820051 -1.219070 0.1 -2.1 -2.6 -0.654
C 0.952088 -2.095025 1.036495 -0.3 -7.6 7.3 -0.037
C 0.861681 -3.166143 1.805055 2.2 4.8 0.2 -0.222
H -1.780429 2.308327 -2.050762 1.1 1.3 1.9 0.253
H -0.255126 3.348280 -1.731741 -1.8 -0.3 1.1 0.272
H -2.019694 3.761639 -0.560030 3.1 -2.7 -2.3 0.266
H -0.825314 -2.192313 -1.326146 3.7 0.5 0.1 0.259
H 0.560996 -0.990659 -2.123764 -0.1 -2.7 2.4 0.262
H 1.399548 -2.809390 -0.909977 -3.5 2.6 -2.4 0.251
H 1.171231 -3.684183 2.996664 -1.2 1.7 -4.6 0.304
N 0.223267 -0.033200 0.335511 -0.6 1.7 0.4 -0.060
O -0.273155 2.073456 0.997378 -2.9 1.1 -5.9 -0.516
O -0.354507 0.587429 -0.803695 -0.3 2.5 2.3 -0.428
```
Positions in Å, forces in eV/Å.

The net charge is 0. Its lowest unoccupied orbital energy is -0.01 eV. The calculation puts the total energy at -11910.8572 eV.

(2)
The following is a quantum chemistry calculation of the ion CH6N2O3P with charge +1, from OMol25.

The geometry in XYZ format:
```
13
Properties=species:S:1:pos:R:3:forces:R:3:nbo_charge:R:1
C -1.515471 1.347024 0.262193 -0.4 0.6 0.8 -0.256
O -0.085390 1.131192 0.307914 2.8 -3.4 -0.5 -0.757
P 0.569401 -0.384990 0.121735 -3.4 1.8 -0.2 2.261
N -0.000643 -1.384347 -1.095709 2.3 -2.3 2.7 -1.135
O 0.213189 -1.165466 1.409038 1.3 0.1 1.0 -0.941
N 2.281520 -0.196140 0.056818 1.3 0.1 0.3 -0.173
O 2.759973 0.493691 -0.791724 -0.3 0.0 0.0 -0.087
H -1.614377 1.491442 -0.795583 -1.3 0.5 -0.3 0.208
H -1.778101 2.224990 0.934464 0.6 -1.0 -1.2 0.242
H -2.040898 0.478842 0.651274 -0.1 -0.1 -0.2 0.202
H -0.084146 -0.872139 -1.893475 -0.6 1.7 -3.2 0.409
H 0.556882 -2.309023 -1.363655 -1.5 2.4 1.3 0.476
H 0.738058 -0.855076 2.196706 -0.7 -0.5 -0.6 0.552
```
Positions in Å, forces in eV/Å.

Its SMILES is CO[P@](=[NH2+])(O)N=O. The net charge is +1. Its lowest unoccupied orbital energy (alpha / beta) is -6.30 / -6.29 eV. The calculation puts the total energy at -19536.6219 eV.

(3)
The following is a quantum chemistry calculation of a cluster of 3 separate species, C3H12O2S in total, from OMol25.

The geometry in XYZ format:
```
18
Properties=species:S:1:pos:R:3:forces:R:3:nbo_charge:R:1
C -0.518968 -0.184022 -1.118093 -2.0 5.9 0.0 -0.660
C -0.897305 -1.133978 -2.184557 0.0 -1.6 -2.8 -0.497
S 0.715318 -1.729097 -3.043208 -0.9 0.6 0.2 0.151
C 1.927073 -1.053392 -1.909703 2.1 -2.1 -0.2 -0.761
H -1.412616 0.327472 -0.566778 1.0 -1.4 -0.9 0.225
H 0.219363 -0.308082 -0.344161 -0.1 -1.0 0.0 0.224
H -0.132934 0.814306 -1.637240 -0.5 -2.0 0.7 0.214
H -1.485580 -2.027536 -1.886101 0.6 0.5 0.2 0.216
H -1.462620 -0.761236 -3.145235 0.9 0.1 2.4 0.234
H 2.857508 -1.727958 -2.100551 -1.5 1.3 0.6 0.235
H 1.532392 -1.249423 -0.935377 0.6 -0.5 0.6 0.209
H 2.237191 -0.017490 -1.892588 -0.2 0.3 -0.8 0.210
O 1.650568 1.594129 2.889840 0.6 0.1 0.8 -0.947
H 2.443558 1.352340 2.396609 -0.5 0.0 -0.2 0.473
H 0.869037 1.547539 2.348709 -0.1 -0.2 -0.5 0.475
O -2.591375 1.282688 4.298558 2.1 -3.3 -4.6 -0.919
H -2.705983 1.638147 5.086380 -0.8 2.6 5.8 0.457
H -3.244627 1.635592 3.743497 -1.4 0.7 -1.2 0.462
```
Positions in Å, forces in eV/Å.

Its SMILES is CCSC.O.O. The net charge is 0. Its lowest unoccupied orbital energy is 0.49 eV. The calculation puts the total energy at -18233.9779 eV.

Summary of energy relative to the best compared isomer or geometry (same formula, charge and spin) in kJ/mol
923.8, 65.8, 203.0
(order as listed above)
Summary of largest force on an atom in eV Å⁻¹
10.55, 4.42, 6.36
(order as listed above)